{
  "formula": "C40H24ClI2N3O3S2W",
  "method": "ωB97M-V with the def2-TZVPD basis set",
  "spin_multiplicity": 3,
  "gap_ev": [5.8, 6.3],
  "lumo_energy_ev": [-1.370, -1.281],
  "de_lowest_kj_mol": 175.0,
  "homo_ev": [-7.187, -7.543],
  "symbols": ["W", "Cl", "C", "C", "C", "C", "O", "C", "C", "N", "C", "C", "C", "C", "C", "C", "C", "C", "N", "C", "C", "H", "H", "H", "H", "H", "H", "H", "H", "H", "H", "S", "C", "N", "C", "C", "C", "C", "C", "C", "S", "H", "H", "H", "H", "I", "C", "C", "C", "C", "C", "C", "C", "C", "C", "C", "H", "H", "H", "H", "H", "H", "I", "C", "C", "C", "C", "C", "C", "C", "O", "O", "H", "H", "H", "H"],
  "xyz": [[-0.75019, -0.41648, 0.20164], [-5.18105, 3.08219, -4.60208], [-4.09409, 2.17293, -3.67176], [-3.46599, 1.02788, -4.26058], [-2.58259, 0.20059, -3.54503], [-2.22683, 0.57007, -2.25143], [-1.28406, -0.25525, -1.72123], [-2.88928, 1.63306, -1.56562], [-2.68744, 1.98228, -0.21668], [-1.69314, 1.58595, 0.56017], [-1.16340, 2.32270, 1.62261], [-0.92111, 3.66820, 1.69704], [-0.10905, 4.28433, 2.71125], [0.44684, 3.46234, 3.64121], [0.17927, 2.03660, 3.65570], [0.71346, 1.10009, 4.57777], [0.44424, -0.25005, 4.50811], [-0.22878, -0.69919, 3.41179], [-0.62906, 0.15083, 2.42224], [-0.54921, 1.51859, 2.58980], [-3.87607, 2.37823, -2.28222], [-3.73754, 0.74004, -5.29362], [-2.30725, -0.76135, -4.01873], [-3.45393, 2.54874, 0.28432], [-1.42670, 4.33583, 1.02868], [0.01265, 5.33387, 2.75462], [1.15649, 3.84531, 4.34803], [1.24507, 1.40394, 5.42794], [0.79428, -0.97725, 5.25805], [-0.64427, -1.67229, 3.32446], [-4.49058, 3.17185, -1.81407], [-3.64041, -0.68831, 2.45979], [-3.57634, -1.33688, 0.89101], [-2.57532, -1.65902, 0.06748], [-2.88325, -2.58061, -0.94620], [-2.07054, -3.56138, -1.58281], [-2.67009, -4.63052, -2.21051], [-4.07267, -4.68116, -2.33007], [-4.83513, -3.67084, -1.80140], [-4.28930, -2.62003, -1.10639], [-5.10312, -1.50072, -0.05227], [-0.98800, -3.46942, -1.58274], [-2.08607, -5.43727, -2.59639], [-4.56390, -5.43541, -2.99885], [-5.92453, -3.68409, -1.93717], [1.16141, -0.68471, -3.22899], [2.39591, -1.55371, -1.72101], [3.81627, -1.40126, -1.90990], [4.75055, -1.81554, -0.94095], [4.35421, -2.49955, 0.18802], [2.94663, -2.75000, 0.35599], [2.52966, -3.65162, 1.36091], [1.16603, -3.77635, 1.62094], [0.24752, -2.93542, 0.92515], [0.63374, -1.94297, 0.04242], [1.97307, -1.95070, -0.44324], [4.14934, -0.87132, -2.83237], [5.80813, -1.53440, -1.13436], [5.11260, -2.87667, 0.87542], [3.25906, -4.15214, 1.95016], [0.69496, -4.44468, 2.30950], [-0.85444, -3.17200, 1.05927], [6.94831, 4.36655, -1.32229], [5.05796, 3.79566, -0.62717], [3.83889, 3.69548, -1.38614], [2.73986, 2.94716, -0.96669], [2.77576, 2.28468, 0.23825], [3.90976, 2.40862, 1.02729], [4.99117, 3.21693, 0.64817], [1.88009, 1.09158, 0.48719], [2.15125, 0.27031, 1.38250], [0.80525, 1.02614, -0.28020], [3.73488, 4.01578, -2.41824], [1.90112, 2.94048, -1.68002], [3.99598, 1.93487, 2.00896], [5.80301, 3.44993, 1.35560]],
  "forces_ev_per_a": [[0.6, 0.0, -0.2], [-0.5, 0.5, -0.2], [1.7, -2.0, 2.0], [-0.1, 0.0, 0.2], [-1.6, 1.0, -1.6], [1.4, -1.8, 0.8], [-1.5, 2.2, 1.3], [-0.9, -0.6, -1.5], [1.4, -0.3, 2.3], [-1.4, 0.3, -2.2], [0.4, 0.2, 0.0], [-0.7, 0.8, 0.3], [-0.8, -2.4, -0.2], [0.1, -0.8, 0.4], [0.8, 0.7, 0.0], [-0.7, -0.3, -0.4], [0.7, 0.3, 0.8], [-1.6, 1.7, -2.3], [0.4, -0.3, 0.2], [0.6, -2.3, 0.6], [-0.5, 0.3, -1.7], [0.2, 0.3, 0.7], [0.3, 0.8, 0.7], [-0.1, 1.1, -0.2], [0.0, 0.1, -0.6], [0.2, 0.8, -0.2], [0.1, 0.2, 0.5], [0.8, 0.9, 0.9], [-0.2, 0.6, -0.3], [0.3, -0.9, -0.3], [0.7, -0.6, 0.0], [0.2, -0.4, -1.2], [-1.3, 1.0, -0.4], [2.4, 0.1, 1.5], [-1.4, -0.1, 0.1], [0.1, 1.1, 0.7], [-1.1, 0.4, 0.0], [0.3, -0.6, -1.2], [-1.8, 0.0, -0.6], [1.3, -0.5, 0.1], [0.2, -0.6, 0.6], [-0.1, 0.0, 0.3], [0.4, -0.2, -0.3], [0.6, 0.6, 1.0], [0.4, -0.2, 0.1], [1.0, -0.6, 0.2], [2.6, 1.8, 0.3], [-1.6, 0.2, -0.5], [0.4, 0.7, -0.5], [-1.0, -0.3, -0.9], [0.9, 1.7, -0.6], [-2.5, 0.8, 0.4], [0.7, 0.7, -0.9], [-1.0, -0.6, 0.5], [-0.7, -0.5, -1.0], [0.9, -2.5, 0.6], [-0.2, -0.7, 0.8], [-0.8, -0.4, 0.3], [-0.4, -0.1, -0.1], [0.5, -0.5, 0.3], [0.4, -0.6, 0.4], [1.4, 0.6, 0.1], [-0.5, 0.2, -0.1], [-2.3, -1.0, -0.1], [1.4, -0.1, -0.3], [0.2, 1.2, -0.7], [0.3, -1.8, -0.1], [0.8, 1.0, 0.8], [0.2, 0.5, 0.1], [-1.0, -0.4, 0.9], [-0.3, 1.2, -1.1], [0.6, -0.6, 1.2], [0.5, 0.5, 0.2], [0.3, -0.5, 0.7], [-0.3, -0.1, -0.5], [-0.3, -0.6, -0.4]],
  "mulliken_charge": [0.295, -0.220, -0.029, -0.477, -0.647, 0.196, 0.129, 0.937, -0.458, 0.553, -0.539, -0.149, -1.228, -0.780, 0.444, -0.754, -0.938, -0.359, 0.264, 0.573, -1.130, 0.358, 0.446, 0.544, 0.533, 0.498, 0.457, 0.527, 0.419, 0.614, 0.355, -0.306, 0.023, 0.286, 0.070, -0.557, -0.980, -0.632, -0.368, 0.632, -0.281, 0.472, 0.457, 0.295, 0.335, 0.065, -0.234, -0.256, -0.715, -0.967, 0.393, -1.038, -0.829, -0.639, 2.187, 0.309, 0.331, 0.347, 0.398, 0.464, 0.498, 0.177, 0.091, -0.413, -0.337, -0.308, 0.051, -0.436, -0.392, 1.166, -0.678, -0.478, 0.368, 0.278, 0.362, 0.354]
}



{
  "formula": "C40H26F15GeN4OReS2",
  "method": "ωB97M-V with the def2-TZVPD basis set",
  "spin_multiplicity": 2,
  "gap_ev": [4.9, 5.9],
  "charge": 3,
  "lumo_energy_ev": [-10.976, -9.905],
  "homo_ev": [-15.833, -15.834],
  "symbols": ["Re", "C", "N", "C", "C", "C", "C", "C", "C", "N", "C", "C", "C", "C", "C", "C", "N", "C", "C", "C", "C", "C", "N", "H", "H", "H", "H", "H", "H", "H", "H", "H", "H", "H", "H", "H", "H", "H", "H", "H", "H", "F", "C", "C", "C", "F", "C", "F", "C", "F", "C", "F", "Ge", "S", "C", "C", "F", "C", "F", "C", "F", "C", "F", "C", "F", "C", "C", "F", "C", "F", "C", "F", "C", "F", "C", "F", "O", "S", "C", "C", "C", "C", "H", "H", "H", "H", "H", "H", "H", "H"],
  "xyz": [[0.01882, -0.12534, -0.11801], [0.89192, 2.73589, 0.42682], [0.30384, 1.94295, -0.69268], [1.23879, 1.93451, -1.83769], [2.39668, 1.02977, -1.49753], [3.69994, 1.32198, -1.86371], [4.72259, 0.46524, -1.47968], [4.39262, -0.67451, -0.76111], [3.06505, -0.90802, -0.44341], [2.08424, -0.07450, -0.79039], [-1.02476, 2.45220, -1.07703], [-2.07652, 1.95304, -0.12148], [-3.21544, 2.68100, 0.17465], [-4.19537, 2.10092, 0.96596], [-4.01245, 0.80278, 1.42071], [-2.84025, 0.14607, 1.09729], [-1.88969, 0.71293, 0.35905], [0.91704, 2.00920, 1.74833], [1.30116, 2.65066, 2.92000], [1.40493, 1.91811, 4.09329], [1.08724, 0.56562, 4.06918], [0.69872, 0.00203, 2.87177], [0.63349, 0.69951, 1.73408], [0.35852, 3.68114, 0.55129], [1.93190, 2.98514, 0.19161], [1.58321, 2.94438, -2.08619], [0.71711, 1.52467, -2.71142], [3.91211, 2.21248, -2.43280], [5.74761, 0.68587, -1.73792], [5.15884, -1.36288, -0.44303], [2.78256, -1.78229, 0.12442], [-1.27638, 2.02656, -2.05558], [-1.03592, 3.54067, -1.17380], [-3.32828, 3.67799, -0.21969], [-5.08844, 2.65216, 1.20811], [-4.76022, 0.31305, 2.02199], [-2.64341, -0.86646, 1.42213], [1.52613, 3.70620, 2.92141], [1.73590, 2.38535, 5.00797], [1.14960, -0.04104, 4.95759], [0.45008, -1.04797, 2.79603], [-0.01564, -3.43702, -3.41562], [-1.03071, -4.08867, -4.00913], [-2.32111, -3.64982, -3.78887], [-3.35217, -4.35578, -4.38560], [-4.58866, -3.89445, -4.14788], [-3.13382, -5.46002, -5.20025], [-4.13834, -6.09844, -5.76259], [-1.81400, -5.87866, -5.41709], [-1.56652, -6.90921, -6.19171], [-0.75922, -5.19511, -4.80809], [0.49505, -5.58278, -4.98124], [-2.91341, -2.03225, -2.80263], [-1.01553, -1.01461, -2.07178], [-3.65231, -0.64929, -4.01450], [-4.13315, 0.52042, -3.45471], [-3.89346, 0.67883, -2.12790], [-4.83462, 1.46842, -4.18006], [-5.30898, 2.55767, -3.58890], [-5.03933, 1.23932, -5.54526], [-5.71108, 2.11182, -6.26090], [-4.52035, 0.08969, -6.15084], [-4.70084, -0.11436, -7.43949], [-3.82757, -0.83654, -5.37197], [-3.31100, -1.93614, -5.92195], [-4.36981, -2.63233, -1.55397], [-5.65969, -2.12553, -1.56872], [-5.93119, -1.07461, -2.33761], [-6.68914, -2.68893, -0.81346], [-7.89760, -2.16186, -0.85728], [-6.42875, -3.80238, -0.00794], [-7.37728, -4.32842, 0.73398], [-5.14062, -4.34869, -0.00154], [-4.84243, -5.40448, 0.74603], [-4.15960, -3.76552, -0.79075], [-2.92550, -4.32691, -0.85329], [-0.03611, -2.06337, 0.81301], [-0.76758, -3.36517, 0.38688], [0.56604, -4.42505, -0.29058], [0.62500, -5.65757, 0.59313], [0.36572, -5.19091, 2.02006], [-0.86975, -4.30974, 1.95579], [1.47436, -3.82634, -0.25254], [0.33265, -4.65924, -1.32324], [1.59562, -6.14205, 0.49283], [-0.14185, -6.37081, 0.29242], [1.22110, -4.62829, 2.39679], [0.19730, -6.03071, 2.69146], [-0.94907, -3.61016, 2.78368], [-1.78586, -4.89651, 1.88306]],
  "forces_ev_per_a": [[-1.1, -1.9, -0.3], [0.2, 0.2, 0.6], [0.0, -0.4, 0.1], [0.3, -0.3, -0.6], [0.3, 0.5, -0.2], [-0.3, -0.1, 0.1], [-0.2, -0.2, 0.0], [-0.1, 0.1, -0.1], [0.5, -0.3, 0.2], [-0.6, 0.1, 0.2], [-0.7, 0.0, -0.2], [-0.1, 0.6, 0.0], [0.2, -0.2, 0.0], [0.1, -0.1, -0.1], [0.2, 0.0, -0.1], [-0.5, -0.3, 0.4], [0.5, 0.1, 0.0], [0.2, 0.3, 0.3], [-0.1, -0.1, -0.2], [-0.1, -0.1, -0.2], [0.0, 0.1, -0.2], [0.0, -0.5, 0.6], [0.1, 0.5, -0.6], [0.0, 0.0, -0.2], [-0.2, 0.0, -0.1], [-0.1, -0.1, 0.1], [0.0, 0.1, 0.2], [0.0, 0.1, -0.1], [0.1, 0.0, 0.0], [0.0, -0.1, 0.0], [-0.1, 0.0, 0.1], [0.1, 0.1, 0.0], [0.0, -0.1, 0.1], [0.0, 0.1, 0.0], [-0.2, 0.1, 0.1], [-0.1, -0.1, 0.1], [0.0, 0.0, 0.1], [0.0, 0.1, -0.1], [0.0, 0.1, 0.1], [0.0, -0.1, 0.1], [0.0, 0.0, 0.0], [0.4, 0.0, 0.0], [-0.4, -0.3, -0.2], [0.1, 0.5, 0.3], [0.2, 0.0, 0.0], [-0.2, -0.3, -0.4], [0.2, 0.2, 0.2], [0.0, 0.0, 0.0], [-0.1, 0.4, 0.2], [0.0, 0.0, 0.1], [-0.2, 0.3, 0.2], [0.0, -0.1, -0.1], [-1.4, -0.8, -0.6], [1.3, 1.1, 0.2], [0.4, -0.1, 0.5], [0.1, -0.2, -0.3], [-0.2, 0.4, 0.1], [0.2, -0.3, 0.1], [0.0, 0.0, -0.1], [0.2, -0.3, 0.1], [0.0, 0.0, 0.0], [0.0, 0.0, 0.3], [0.0, 0.0, 0.0], [0.0, 0.1, 0.0], [-0.2, 0.2, -0.4], [0.7, 0.2, -0.3], [0.0, -0.2, 0.2], [-0.4, 0.0, 0.1], [0.3, -0.1, 0.0], [0.0, 0.0, 0.1], [0.4, 0.2, -0.3], [0.1, 0.0, -0.1], [0.1, 0.2, -0.2], [-0.1, 0.0, 0.0], [0.0, 0.1, 0.0], [-0.5, -0.4, 0.1], [0.6, 1.8, 0.0], [0.3, -0.5, 0.2], [-0.4, -0.1, -0.1], [0.1, -0.1, 0.3], [0.2, -0.1, -0.1], [0.1, 0.0, -0.2], [0.0, 0.1, 0.1], [0.0, 0.1, -0.1], [0.0, -0.1, 0.0], [0.0, -0.1, -0.1], [0.0, 0.0, 0.0], [0.0, 0.0, 0.1], [-0.2, 0.2, -0.1], [-0.1, 0.0, 0.0]],
  "mulliken_charge": [1.263, -1.345, 0.249, -1.179, 1.041, -1.062, -0.451, -0.995, -0.147, 0.191, -1.876, 1.505, -0.983, -0.611, -0.931, -0.295, 0.636, 0.956, -1.079, -0.426, -1.057, -0.158, 0.222, 0.575, 0.614, 0.562, 0.506, 0.562, 0.476, 0.479, 0.579, 0.442, 0.508, 0.610, 0.514, 0.565, 0.459, 0.567, 0.481, 0.514, 0.608, -0.329, -0.738, 0.646, 0.271, -0.362, 0.179, -0.257, 0.600, -0.249, 0.126, -0.287, 1.009, -0.419, -0.098, -0.403, 0.095, 0.070, -0.287, 0.535, -0.255, 0.193, -0.248, 0.653, -0.245, -0.033, 0.346, -0.193, 0.119, -0.268, 0.719, -0.256, 0.178, -0.300, 0.226, -0.424, -1.196, 0.868, -0.270, -0.839, -0.555, -1.001, 0.214, 0.046, 0.416, 0.350, 0.248, 0.450, 0.417, 0.450]
}



Number 1: maximum force 3.297 eV Å⁻¹, energy -104700.881 eV. Number 2: maximum force 2.240 eV Å⁻¹, energy -170962.478 eV.